Entry 1:
Computed, not measured: a structure of composition C23H19N2O5Rh at a distorted geometry, with ωB97M-V/def2-TZVPD.

Geometry as XYZ:
```
50
Properties=species:S:1:pos:R:3:nbo_charge:R:1
Rh 0.55 -0.73 0.86 1.250
O 1.99 1.16 4.02 -0.591
C 1.60 0.75 2.95 0.735
O 1.52 -0.48 2.57 -0.640
C 1.15 1.74 1.90 0.146
C 1.33 3.11 2.09 -0.229
C 1.00 3.96 1.08 -0.094
C 0.54 3.44 -0.15 -0.108
C 0.25 4.29 -1.25 -0.179
C -0.14 3.76 -2.44 -0.200
C -0.24 2.36 -2.59 -0.168
C 0.02 1.51 -1.55 -0.229
C 0.40 2.05 -0.30 0.241
N 0.71 1.23 0.76 -0.347
H 1.71 3.43 3.05 0.264
H 1.12 5.03 1.19 0.224
H 0.35 5.36 -1.12 0.220
H -0.35 4.40 -3.28 0.223
H -0.53 1.94 -3.55 0.223
H -0.06 0.45 -1.67 0.264
C 1.74 -3.22 0.65 -0.687
C 2.70 -2.20 0.12 0.093
C 4.00 -2.32 -0.27 -0.312
C 4.44 -1.02 -0.62 -0.300
C 3.39 -0.15 -0.43 0.093
C 3.40 1.32 -0.71 -0.631
N 2.32 -0.89 0.01 -0.432
H 2.19 -4.21 0.60 0.254
H 0.81 -3.28 0.06 0.212
H 1.48 -3.06 1.70 0.230
H 4.57 -3.24 -0.31 0.213
H 5.41 -0.74 -1.00 0.209
H 4.38 1.57 -1.12 0.228
H 3.26 1.93 0.18 0.196
H 2.66 1.61 -1.45 0.205
O -3.28 -1.02 -1.97 -0.651
C -3.88 -1.65 -0.93 0.439
C -5.21 -2.06 -1.02 -0.329
C -5.82 -2.70 0.04 -0.148
C -5.12 -2.93 1.22 -0.260
C -3.81 -2.52 1.31 -0.110
C -3.17 -1.88 0.25 -0.290
C -1.76 -1.49 0.44 0.780
O -1.19 -1.67 1.59 -0.715
O -1.05 -0.98 -0.49 -0.665
H -3.91 -0.94 -2.69 0.480
H -5.76 -1.88 -1.94 0.209
H -6.85 -3.02 -0.06 0.219
H -5.60 -3.43 2.05 0.222
H -3.24 -2.68 2.22 0.243
```

For the HOMO energy, the calculation gives -7.157 eV. The value obtained for the energy is -1484.1418 hartree. The spin multiplicity is 1. The net charge is 0. For the HOMO-LUMO gap, the calculation gives 6.227 eV.



Entry 2:
Computed, not measured: a structure of composition C23H19N5O7Sr at a distorted geometry, with ωB97M-V/def2-TZVPD.

Geometry as XYZ:
```
55
Properties=species:S:1:pos:R:3:nbo_charge:R:1
Sr -0.09 1.45 0.02 1.868
O 6.67 -3.80 -0.11 -0.363
N 5.48 -3.95 0.10 0.529
O 4.99 -5.01 0.43 -0.373
C 4.64 -2.75 0.04 0.029
C 5.31 -1.58 0.02 -0.129
C 4.63 -0.33 0.00 -0.039
C 5.34 0.88 0.01 -0.131
C 4.64 2.06 0.00 -0.241
C 3.24 2.00 -0.02 0.079
N 2.56 0.87 -0.04 -0.528
C 3.23 -0.30 -0.04 0.149
C 2.49 -1.55 -0.08 0.236
N 1.15 -1.48 -0.18 -0.490
C 0.47 -2.61 -0.23 0.042
C 1.05 -3.87 -0.16 -0.198
C 2.41 -3.96 -0.05 -0.134
C 3.19 -2.78 -0.02 -0.109
H 6.39 -1.59 0.05 0.257
H 6.42 0.86 0.03 0.229
H 5.14 3.01 0.02 0.243
H 2.66 2.93 -0.02 0.271
H -0.61 -2.52 -0.35 0.193
H 0.44 -4.76 -0.18 0.227
H 2.89 -4.92 0.01 0.256
O -2.01 7.48 0.01 -0.486
C -1.63 6.34 0.00 0.386
C -2.51 5.10 -0.06 0.368
O -3.72 5.07 -0.07 -0.547
C -1.58 3.97 -0.09 0.204
C -0.25 4.41 0.00 0.275
O 0.75 3.58 0.05 -0.963
C -0.19 5.87 0.02 0.352
O 0.80 6.58 0.05 -0.548
O -1.89 2.72 -0.17 -0.920
C -2.53 -0.97 1.20 -0.266
C -3.68 -2.02 1.15 -0.252
N -4.57 -1.72 0.03 -0.412
C -5.10 -0.36 0.18 -0.259
C -3.94 0.67 0.20 -0.258
N -2.66 -0.04 0.07 -0.480
C -2.67 -0.76 -1.21 -0.265
C -3.81 -1.81 -1.22 -0.252
H -1.55 -1.45 1.16 0.182
H -2.58 -0.38 2.11 0.206
H -4.27 -1.99 2.07 0.208
H -3.30 -3.03 1.02 0.194
H -5.69 -0.33 1.10 0.204
H -5.78 -0.17 -0.66 0.206
H -3.92 1.24 1.14 0.215
H -4.02 1.40 -0.60 0.237
H -1.69 -1.22 -1.38 0.178
H -2.83 -0.02 -2.00 0.215
H -3.42 -2.83 -1.30 0.194
H -4.50 -1.65 -2.05 0.210
```

For the HOMO energy, the calculation gives -6.967 eV. The value obtained for the energy is -1719.0007 hartree. The spin multiplicity is 1. The net charge is 0. For the HOMO-LUMO gap, the calculation gives 4.967 eV.



Entry 3:
Computed, not measured: a structure of composition C23H19N6O4Pd at a distorted geometry, with ωB97M-V/def2-TZVPD.

Geometry as XYZ:
```
53
Properties=species:S:1:pos:R:3:nbo_charge:R:1
Pd 0.12 1.22 0.37 1.311
C 0.92 3.07 -0.03 -0.426
N 0.53 1.33 2.30 -0.736
C 1.76 0.81 2.83 -0.290
C 2.56 0.20 1.73 0.428
N 2.08 0.04 0.52 -0.492
C 3.12 -0.51 -0.23 0.154
C 3.15 -0.88 -1.57 -0.222
C 4.34 -1.41 -2.05 -0.203
C 5.46 -1.57 -1.22 -0.189
C 5.43 -1.21 0.12 -0.215
C 4.23 -0.68 0.59 0.087
N 3.84 -0.22 1.84 -0.506
C 0.52 2.86 -1.44 0.380
N 0.26 1.60 -1.69 -0.523
C -0.15 1.52 -3.02 0.161
C -0.50 0.44 -3.81 -0.229
C -0.79 0.69 -5.14 -0.197
C -0.74 1.99 -5.66 -0.189
C -0.39 3.07 -4.88 -0.211
C -0.09 2.81 -3.55 0.089
N 0.32 3.65 -2.51 -0.502
H 1.99 3.04 0.13 0.237
H 0.45 3.92 0.46 0.244
H 0.01 1.90 2.96 0.390
H 1.54 0.07 3.61 0.228
H 2.32 1.62 3.32 0.226
H 2.28 -0.75 -2.21 0.230
H 4.41 -1.72 -3.08 0.230
H 6.37 -1.98 -1.63 0.231
H 6.29 -1.34 0.75 0.233
H 4.40 -0.22 2.67 0.437
H -0.56 -0.56 -3.40 0.233
H -1.06 -0.13 -5.79 0.232
H -0.97 2.15 -6.71 0.233
H -0.35 4.08 -5.29 0.232
H 0.45 4.64 -2.55 0.440
O -1.04 -0.58 0.26 -0.638
C -2.26 -0.70 0.07 0.459
C -3.25 0.31 0.05 -0.352
C -4.57 -0.12 -0.18 -0.079
C -5.60 0.77 -0.17 -0.051
C -5.37 2.13 0.10 -0.116
C -4.10 2.58 0.32 -0.302
C -2.98 1.70 0.28 0.532
O -1.81 2.20 0.44 -0.684
N -6.96 0.30 -0.44 0.535
O -7.84 1.14 -0.50 -0.367
O -7.13 -0.89 -0.62 -0.374
H -2.63 -1.72 -0.08 0.156
H -4.78 -1.17 -0.36 0.254
H -6.22 2.80 0.13 0.261
H -3.91 3.62 0.53 0.231
```

For the HOMO energy (spin up / spin down), the calculation gives -11.309 / -11.313 eV. The value obtained for the energy is -1644.8981 hartree. The spin multiplicity is 1. The net charge is +1. For the HOMO-LUMO gap (spin up / spin down), the calculation gives 6.425 / 5.855 eV.



Entry 4:
Computed, not measured: a structure of composition C23H20BClF4NdP, with ωB97M-V/def2-TZVPD.

Geometry as XYZ:
```
51
Properties=species:S:1:pos:R:3:mulliken_spin:R:1
C -1.05 -1.92 3.45 -0.013
C -0.98 -2.12 2.04 0.002
C 0.40 -2.22 1.67 -0.012
H -1.84 -2.26 1.38 0.000
C 1.18 -2.08 2.86 0.002
C 0.29 -1.87 3.96 -0.005
H 0.59 -1.68 4.99 0.002
H -1.95 -1.84 4.05 -0.001
H 0.77 -2.45 0.68 0.001
H 2.27 -2.11 2.92 0.001
Nd 0.15 0.30 2.60 3.040
Cl 2.37 1.45 2.09 -0.009
P 0.02 0.33 -0.61 -0.002
C 1.25 -0.75 -1.42 -0.002
C 0.97 -1.53 -2.56 0.000
H -0.03 -1.53 -2.99 0.000
C 1.99 -2.29 -3.14 0.000
H 1.77 -2.88 -4.03 0.000
C 3.28 -2.31 -2.59 0.000
H 4.08 -2.88 -3.07 0.000
C 3.54 -1.55 -1.44 0.001
H 4.53 -1.57 -1.00 0.000
C 2.54 -0.78 -0.86 0.002
H 2.74 -0.20 0.05 -0.002
C -1.60 -0.14 -1.28 0.000
C -2.03 -1.48 -1.20 -0.001
H -1.34 -2.25 -0.84 0.000
C -3.33 -1.83 -1.55 0.000
H -3.66 -2.86 -1.45 0.000
C -4.22 -0.86 -2.05 0.000
H -5.22 -1.15 -2.39 0.000
C -3.79 0.47 -2.15 0.000
H -4.47 1.22 -2.55 0.000
C -2.50 0.84 -1.75 0.000
H -2.19 1.88 -1.80 0.000
C 0.36 1.99 -1.27 -0.001
C 0.92 2.18 -2.55 0.000
H 1.20 1.32 -3.15 0.000
C 1.11 3.48 -3.03 0.000
H 1.53 3.62 -4.03 0.000
C 0.79 4.59 -2.24 0.000
H 0.94 5.61 -2.63 0.000
C 0.27 4.39 -0.96 0.000
H 0.04 5.26 -0.33 0.000
C 0.05 3.10 -0.47 0.001
H -0.34 2.96 0.54 -0.002
F -0.11 1.28 4.57 -0.001
B -0.30 0.85 6.17 -0.001
F -0.94 1.93 6.72 0.000
F -1.06 -0.30 6.06 0.000
F 1.00 0.65 6.56 0.000
```

For the HOMO energy (spin up / spin down), the calculation gives -9.085 / -9.110 eV. The value obtained for the energy is -2676.0601 hartree. The spin multiplicity is 4. The net charge is 0. For the HOMO-LUMO gap (spin up / spin down), the calculation gives 8.511 / 8.603 eV.



Entry 5:
Computed, not measured: the molecule C23H20ClN3OS, with ωB97M-V/def2-TZVPD.

Geometry as XYZ:
```
49
Properties=species:S:1:pos:R:3:nbo_charge:R:1
C 2.15 2.43 -0.52 -0.657
C 1.68 1.07 -0.18 0.245
C 0.38 0.59 -0.13 -0.276
C -0.80 1.46 -0.30 0.680
O -0.77 2.62 0.09 -0.638
N -1.90 0.95 -0.92 -0.427
C -2.01 -0.36 -1.51 -0.244
C -2.81 -1.33 -0.66 -0.043
C -3.55 -2.33 -1.28 -0.214
C -4.29 -3.22 -0.53 -0.204
C -4.29 -3.13 0.86 -0.217
C -3.55 -2.14 1.48 -0.218
C -2.81 -1.25 0.72 -0.166
C -3.05 1.83 -1.11 -0.265
C -4.28 1.29 -0.45 -0.210
C -5.29 0.58 -1.02 -0.247
C -6.28 0.17 -0.10 -0.256
C -6.00 0.59 1.16 -0.406
S -4.54 1.49 1.25 0.446
C 0.52 -0.78 0.18 -0.022
N 1.79 -1.11 0.29 -0.268
N 2.49 0.01 0.07 -0.182
C 3.89 -0.07 0.10 0.124
C 4.68 0.97 0.59 -0.216
C 6.05 0.85 0.60 -0.212
C 6.65 -0.31 0.13 -0.046
Cl 8.37 -0.46 0.14 0.011
C 5.87 -1.36 -0.34 -0.235
C 4.50 -1.24 -0.35 -0.146
H 2.32 3.02 0.38 0.234
H 1.38 2.94 -1.09 0.254
H 3.08 2.39 -1.10 0.225
H -1.01 -0.76 -1.68 0.237
H -2.50 -0.26 -2.48 0.204
H -3.55 -2.41 -2.36 0.206
H -4.87 -3.99 -1.02 0.212
H -4.88 -3.82 1.44 0.213
H -3.55 -2.06 2.55 0.215
H -2.24 -0.47 1.22 0.210
H -2.77 2.79 -0.67 0.266
H -3.24 1.95 -2.18 0.204
H -5.33 0.34 -2.07 0.219
H -7.14 -0.40 -0.36 0.225
H -6.57 0.43 2.06 0.235
H -0.23 -1.52 0.37 0.224
H 4.22 1.86 1.00 0.228
H 6.67 1.65 0.99 0.230
H 6.34 -2.27 -0.69 0.231
H 3.87 -2.04 -0.70 0.238
```

For the HOMO energy, the calculation gives -8.529 eV. The value obtained for the energy is -1986.3551 hartree. The spin multiplicity is 1. The net charge is 0. Its SMILES is Cc1c(C(=O)N(Cc2ccccc2)Cc2cccs2)cnn1-c1ccc(Cl)cc1. For the HOMO-LUMO gap, the calculation gives 9.201 eV.



Entry 6:
Computed, not measured: a structure of composition C23H20ClO5PSn, with ωB97M-V/def2-TZVPD.

Geometry as XYZ:
```
51
Properties=species:S:1:pos:R:3:nbo_charge:R:1
Sn -0.05 0.78 -0.38 1.378
O 1.20 2.10 -4.06 -0.595
C 0.47 1.43 -3.38 0.803
O 0.08 1.76 -2.18 -0.911
C -0.12 0.10 -3.86 -0.830
P 0.14 -1.18 -2.58 0.834
C 1.93 -1.50 -2.64 -0.296
C 2.75 -1.13 -3.70 -0.232
C 4.10 -1.42 -3.67 -0.208
C 4.65 -2.09 -2.58 -0.185
C 3.84 -2.45 -1.52 -0.180
C 2.49 -2.15 -1.54 -0.206
C -0.61 -2.65 -3.34 -0.257
C 0.15 -3.70 -3.84 -0.230
C -0.47 -4.78 -4.43 -0.190
C -1.85 -4.83 -4.53 -0.199
C -2.62 -3.78 -4.03 -0.203
C -2.00 -2.70 -3.43 -0.228
H 0.30 -0.18 -4.83 0.251
H -1.20 0.23 -3.99 0.261
H 2.35 -0.60 -4.55 0.223
H 4.73 -1.12 -4.49 0.220
H 5.70 -2.30 -2.55 0.219
H 4.26 -2.94 -0.65 0.223
H 1.87 -2.42 -0.69 0.219
H 1.23 -3.67 -3.77 0.229
H 0.12 -5.60 -4.82 0.219
H -2.34 -5.67 -5.00 0.219
H -3.70 -3.81 -4.09 0.219
H -2.60 -1.90 -3.02 0.213
C 0.47 5.25 -0.21 -0.622
C 1.60 5.00 0.73 -0.068
C 1.85 5.83 1.81 -0.210
C 2.91 5.57 2.67 -0.054
Cl 3.20 6.63 4.01 -0.010
C 3.74 4.48 2.47 -0.221
C 3.50 3.63 1.39 -0.291
C 2.44 3.90 0.53 0.359
O 2.11 3.12 -0.54 -0.515
C 3.08 2.24 -1.05 -0.201
C 3.10 0.91 -0.30 0.777
O 4.13 0.34 -0.02 -0.597
O 1.91 0.47 0.05 -0.923
H -0.04 6.18 0.03 0.214
H -0.26 4.44 -0.18 0.217
H 0.83 5.30 -1.24 0.236
H 1.22 6.69 1.99 0.223
H 4.56 4.28 3.14 0.229
H 4.13 2.77 1.24 0.236
H 4.08 2.68 -1.03 0.206
H 2.78 2.06 -2.09 0.238
```

For the HOMO energy, the calculation gives -8.316 eV. The value obtained for the energy is -2280.5746 hartree. The spin multiplicity is 1. The net charge is 0. For the HOMO-LUMO gap, the calculation gives 8.088 eV.



Entry 7:
Computed, not measured: the molecule C23H20N4O6S3 at a distorted geometry, with ωB97M-V/def2-TZVPD.

Geometry as XYZ:
```
56
Properties=species:S:1:pos:R:3:nbo_charge:R:1
C -4.33 2.00 -1.85 -0.251
O -3.27 1.14 -1.52 -0.504
C -2.58 1.36 -0.37 0.332
C -2.85 2.38 0.53 -0.302
C -2.10 2.51 1.68 -0.164
C -1.07 1.62 1.96 -0.245
C -0.81 0.59 1.09 -0.158
C -1.55 0.43 -0.09 -0.089
C -1.25 -0.57 -1.08 -0.093
C -0.81 -1.83 -0.90 -0.310
S -0.39 -2.84 -2.30 0.274
C -0.04 -4.24 -1.27 0.536
O 0.38 -5.30 -1.67 -0.580
N -0.29 -3.92 0.03 -0.491
C -0.03 -4.88 1.09 -0.218
C 1.47 -5.04 1.37 -0.508
C 2.04 -3.68 1.74 0.691
O 2.16 -3.30 2.88 -0.577
N 2.33 -2.92 0.63 -0.639
C 2.50 -1.54 0.55 0.264
C 2.57 -0.72 1.68 -0.279
C 2.67 0.65 1.53 -0.146
C 2.70 1.19 0.26 -0.395
S 2.78 2.96 0.09 2.316
O 3.12 3.32 -1.25 -0.914
O 3.51 3.53 1.18 -0.923
N 1.16 3.41 0.38 -0.864
C 0.27 3.56 -0.64 0.248
N -0.70 4.41 -0.66 -0.483
C -1.43 4.29 -1.79 -0.051
C -1.03 3.33 -2.66 -0.457
S 0.36 2.51 -2.03 0.374
C 2.65 0.40 -0.87 -0.107
C 2.55 -0.97 -0.73 -0.295
C -0.70 -2.62 0.33 0.659
O -0.95 -2.27 1.46 -0.556
H -5.13 1.96 -1.10 0.182
H -3.99 3.03 -1.97 0.181
H -4.72 1.63 -2.80 0.202
H -3.64 3.09 0.33 0.223
H -2.31 3.33 2.36 0.218
H -0.48 1.74 2.85 0.216
H -0.01 -0.10 1.30 0.233
H -1.42 -0.26 -2.10 0.228
H -0.54 -4.50 1.98 0.251
H -0.45 -5.84 0.79 0.230
H 1.59 -5.71 2.21 0.248
H 1.97 -5.45 0.49 0.229
H 2.30 -3.39 -0.26 0.403
H 2.54 -1.17 2.66 0.270
H 2.73 1.30 2.38 0.242
H 1.04 4.07 1.14 0.437
H -2.26 4.97 -1.94 0.212
H -1.44 3.07 -3.61 0.241
H 2.70 0.86 -1.84 0.239
H 2.50 -1.60 -1.60 0.222
```

For the HOMO energy, the calculation gives -8.458 eV. The value obtained for the energy is -2753.5374 hartree. The spin multiplicity is 1. The net charge is 0. Its SMILES is COc1ccccc1/C=C1/SC(=O)N(CCC(=O)Nc2ccc(S(=O)(=O)Nc3nccs3)cc2)C1=O. For the HOMO-LUMO gap, the calculation gives 7.818 eV.



Entry 8:
Computed, not measured: a structure of composition C23H20N4S2Ti at a distorted geometry, with ωB97M-V/def2-TZVPD.

Geometry as XYZ:
```
50
Properties=species:S:1:pos:R:3:nbo_charge:R:1
Ti 1.48 -1.02 -0.38 1.012
S 3.69 -1.43 0.83 -0.187
C 2.86 -2.95 0.71 0.115
C 3.46 -4.22 0.66 -0.266
C 2.65 -5.33 0.55 -0.121
C 1.26 -5.19 0.45 -0.270
C 0.74 -3.93 0.46 0.081
N 1.52 -2.84 0.60 -0.573
H 4.53 -4.30 0.71 0.236
H 3.10 -6.32 0.52 0.222
H 0.61 -6.05 0.36 0.228
H -0.32 -3.74 0.34 0.218
S 1.61 -1.73 -2.36 -0.445
N 2.73 3.71 1.78 -0.792
C 2.77 2.96 0.63 0.356
C 2.31 1.64 0.62 -0.014
N 2.33 0.93 -0.50 -0.425
C 2.79 1.50 -1.62 -0.017
C 3.24 2.81 -1.57 0.035
N 3.23 3.54 -0.47 -0.415
H 2.57 3.28 2.67 0.398
H 3.16 4.62 1.75 0.409
H 1.93 1.17 1.51 0.218
H 2.78 0.90 -2.52 0.250
H 3.61 3.27 -2.48 0.209
C -5.08 0.47 2.37 -0.212
C -4.66 0.98 1.15 -0.209
C -3.41 0.67 0.65 -0.211
C -2.55 -0.17 1.36 -0.017
C -2.99 -0.68 2.58 -0.209
C -4.24 -0.37 3.09 -0.218
C -1.18 -0.56 0.93 -0.144
C -0.45 -0.27 -0.15 -0.446
C -0.87 0.67 -1.25 0.019
C -1.43 0.20 -2.44 -0.214
C -1.77 1.05 -3.47 -0.206
C -1.55 2.42 -3.34 -0.234
C -1.00 2.92 -2.17 -0.202
C -0.67 2.05 -1.13 -0.263
H -6.06 0.71 2.76 0.212
H -5.31 1.63 0.58 0.213
H -3.10 1.07 -0.31 0.225
H -2.33 -1.34 3.14 0.203
H -4.55 -0.79 4.04 0.212
H -0.72 -1.24 1.65 0.175
H -1.58 -0.87 -2.55 0.222
H -2.20 0.65 -4.38 0.213
H -1.80 3.09 -4.15 0.212
H -0.83 3.98 -2.04 0.210
H -0.28 2.44 -0.20 0.206
```

For the HOMO energy, the calculation gives -7.887 eV. The value obtained for the energy is -2753.3899 hartree. The spin multiplicity is 1. The net charge is 0. For the HOMO-LUMO gap, the calculation gives 7.333 eV.